(1)
Formula: C32H58BrF2N2O6PS3
Source: OMol25
Level of theory: ωB97M-V with the def2-TZVPD basis set

Positions of all 105 atoms, in Å:
1 C -4.0073 -3.6319 0.3141
2 C -4.5748 -3.4497 -1.1192
3 C -4.0018 -2.1450 -1.7444
4 C -2.5430 -1.8032 -1.3280
5 C -1.8662 -1.0571 -2.5302
6 C -2.5326 0.3263 -2.7721
7 C -2.1041 1.3106 -1.6322
8 C -3.2917 1.9815 -0.8696
9 C -3.2357 1.8150 0.6639
10 C -2.1008 2.6605 1.3233
11 C -0.9065 1.7171 1.7322
12 C 0.3954 2.4196 1.3543
13 C 1.7909 1.8094 1.6863
14 P 1.9629 -0.0434 1.6681
15 C 0.8183 -1.1892 0.6972
16 C -0.0516 -2.1542 1.4917
17 C -1.2819 -1.8827 2.0738
18 C -2.0201 -2.8431 2.7366
19 C -1.5881 -4.1576 2.8259
20 C -0.3688 -4.4541 2.2342
21 C 0.3591 -3.4851 1.5810
22 O 0.8792 -0.2613 3.0456
23 C 0.9511 0.5026 4.0744
24 N 1.1036 1.2548 4.9565
25 C 3.2837 -0.9825 2.6148
26 Br 4.4333 0.2795 3.6343
27 C 2.8071 -2.1207 3.5664
28 C 3.0752 -1.9370 5.0986
29 N 2.9920 0.0587 0.1526
30 C 2.4202 0.3627 -1.0838
31 O 2.0544 1.4076 -1.5234
32 F 2.3467 -0.7067 -1.9357
33 C 4.3467 0.4605 0.1846
34 O 5.1985 -0.2267 -0.3041
35 F 4.7505 1.6271 0.7190
36 H -4.0207 -2.6592 0.8355
37 H -2.9559 -3.9508 0.3213
38 H -4.5702 -4.3441 0.9337
39 H -5.6685 -3.4097 -1.0144
40 H -4.2904 -4.3484 -1.6878
41 H -4.6381 -1.3158 -1.4010
42 H -4.0159 -2.2613 -2.8365
43 H -1.9221 -2.6780 -1.0984
44 H -2.5208 -1.0936 -0.4861
45 H -2.0601 -1.6785 -3.4198
46 H -0.7795 -0.9558 -2.3911
47 H -2.1654 0.7080 -3.7375
48 H -3.6242 0.2462 -2.8361
49 H -1.4403 0.7441 -0.9609
50 H -1.4914 2.1054 -2.0869
51 H -4.2186 1.5429 -1.2727
52 H -3.2900 3.0625 -1.0816
53 H -3.1369 0.7397 0.9047
54 H -4.2280 2.1187 1.0711
55 H -1.7903 3.3814 0.5536
56 H -2.5156 3.1324 2.2201
57 H -1.0580 0.8079 1.1402
58 H -1.0696 1.4932 2.7937
59 H 0.3425 2.6421 0.2758
60 H 0.3789 3.4186 1.8250
61 H 2.4283 2.2816 0.9274
62 H 2.2233 2.2657 2.5922
63 H 1.4631 -1.8394 0.0922
64 H 0.1256 -0.6076 0.0654
65 H -1.6952 -0.8770 2.0152
66 H -2.9730 -2.5935 3.2032
67 H -2.1762 -4.9300 3.3165
68 H 0.0098 -5.4772 2.2551
69 H 1.3021 -3.7779 1.1124
70 H 3.9931 -1.4688 1.9336
71 H 3.3898 -3.0326 3.3459
72 H 1.7667 -2.4440 3.5013
73 H 2.6222 -1.0339 5.5163
74 H 4.1257 -2.0860 5.3616
75 H 2.5373 -2.7833 5.5652
76 C 7.0335 0.2975 -4.7525
77 S 7.2917 -0.7960 -3.3436
78 O 8.1933 -1.8881 -3.7916
79 C 5.6193 -1.4581 -3.3167
80 H 7.9766 0.7934 -4.9750
81 H 6.7129 -0.2830 -5.6185
82 H 6.2807 1.0451 -4.4983
83 H 5.3911 -1.9252 -4.2756
84 H 4.9123 -0.6551 -3.1094
85 H 5.5617 -2.2023 -2.5254
86 C 3.5000 2.7713 -4.7749
87 S 3.0762 3.7889 -6.1977
88 O 1.9407 3.1299 -6.8897
89 C 4.5656 3.4199 -7.1395
90 H 2.6788 2.8204 -4.0616
91 H 3.6470 1.7368 -5.0896
92 H 4.4078 3.1577 -4.3090
93 H 4.6440 2.3443 -7.3024
94 H 5.4390 3.7854 -6.5981
95 H 4.4956 3.9287 -8.0990
96 C -7.1631 3.7557 4.1117
97 S -5.5561 2.9544 4.0036
98 O -5.0613 3.1408 2.6121
99 C -6.1743 1.2694 4.1274
100 H -7.0143 4.8294 4.0146
101 H -7.8076 3.4020 3.3065
102 H -7.6131 3.5375 5.0804
103 H -6.8816 1.0739 3.3208
104 H -6.6558 1.1288 5.0953
105 H -5.3278 0.5901 4.0419

## Properties
frontier orbital gap: 8.733 eV
highest occupied orbital energy: -0.324 hartree
calculated total energy: -166658.2113 eV
2S+1: 1
net charge: 0



(2)
Formula: C32H59BHfN10S3Si
Source: OMol25
Level of theory: ωB97M-V with the def2-TZVPD basis set

Positions of all 107 atoms, in Å:
1 Hf -0.1912 -0.6955 0.2289
2 C 3.6318 0.0484 -2.9913
3 C 3.7009 1.5546 -2.7774
4 C 5.1445 2.0071 -3.0074
5 C 2.7474 2.2399 -3.7557
6 N 3.3010 1.9962 -1.3809
7 C 3.4055 3.3393 -1.0469
8 C 2.9881 3.4772 0.2209
9 N 2.6218 2.2282 0.6752
10 B 2.1009 2.0624 2.1226
11 N 0.6019 2.4565 2.2317
12 C 0.1360 2.9678 3.4278
13 C -1.1163 3.4029 3.2276
14 N -1.4326 3.1741 1.8939
15 C -0.3675 2.5793 1.3025
16 S -0.2370 2.0084 -0.3380
17 C -2.7876 3.6178 1.3763
18 C -2.9512 3.4775 -0.1311
19 C -3.8411 2.7600 2.0764
20 C -2.9521 5.0978 1.7353
21 N 2.4219 0.6315 2.6836
22 C 3.7357 0.3737 3.0192
23 C 3.7612 -0.7423 3.7655
24 N 2.4583 -1.1926 3.8950
25 C 1.6604 -0.3417 3.2053
26 S -0.0507 -0.5240 2.8836
27 C 2.1646 -2.2920 4.9062
28 C 0.6927 -2.6706 4.9820
29 C 2.5970 -1.7578 6.2752
30 C 2.9847 -3.5215 4.5255
31 C 2.8032 1.3399 -0.3132
32 S 2.4397 -0.3586 -0.1702
33 H 3.9643 -0.1474 -4.0119
34 H 4.2883 -0.4943 -2.3089
35 H 2.6186 -0.3370 -2.8851
36 H 5.4695 1.6663 -3.9911
37 H 5.2541 3.0916 -2.9817
38 H 5.8089 1.5722 -2.2574
39 H 3.0054 1.9449 -4.7740
40 H 1.7151 1.9400 -3.5578
41 H 2.8083 3.3283 -3.6961
42 H 3.7731 4.0800 -1.7335
43 H 2.9208 4.3548 0.8437
44 H 2.7032 2.8414 2.8143
45 H 0.7404 2.9736 4.3215
46 H -1.8041 3.8530 3.9221
47 H -2.9176 2.4384 -0.4508
48 H -3.9300 3.8893 -0.3825
49 H -2.1938 4.0367 -0.6799
50 H -3.7140 1.7077 1.8070
51 H -3.7851 2.8469 3.1626
52 H -4.8359 3.0816 1.7629
53 H -2.1144 5.6795 1.3448
54 H -3.8698 5.4774 1.2859
55 H -3.0171 5.2643 2.8103
56 H 4.5436 1.0083 2.6862
57 H 4.5953 -1.2480 4.2211
58 H 0.0663 -1.8230 5.2615
59 H 0.3205 -3.0885 4.0457
60 H 0.5932 -3.4299 5.7578
61 H 2.0733 -0.8270 6.5084
62 H 2.3458 -2.4920 7.0419
63 H 3.6710 -1.5740 6.3263
64 H 2.7210 -3.8814 3.5279
65 H 4.0586 -3.3269 4.5486
66 H 2.7808 -4.3174 5.2437
67 N -5.0626 0.1492 -3.0477
68 C -5.5454 0.1054 -1.8033
69 N -6.8571 0.2000 -1.6097
70 N -4.7794 -0.0269 -0.7323
71 C -3.5246 -0.1845 -0.6189
72 N -2.3882 -0.3413 -0.4120
73 H -5.6683 0.2377 -3.8451
74 H -4.0723 0.1150 -3.2124
75 H -7.5053 0.3042 -2.3709
76 H -7.2175 0.1212 -0.6744
77 C 1.4456 -3.7132 0.8201
78 Si -0.0651 -3.3462 -0.2612
79 C -1.5864 -4.1705 0.5646
80 C -2.7251 -4.4187 -0.4286
81 C -2.0962 -3.2391 1.6698
82 C -1.1730 -5.5048 1.2013
83 C 0.3921 -3.7443 -2.0822
84 C 1.2741 -4.9993 -2.1432
85 C 1.1940 -2.5511 -2.6132
86 C -0.8284 -3.9385 -2.9884
87 H 1.6741 -4.7843 0.8326
88 H 1.2615 -3.3918 1.8517
89 H 2.3386 -3.1861 0.4662
90 H -2.9627 -3.5283 -1.0209
91 H -3.6321 -4.7101 0.1173
92 H -2.4867 -5.2285 -1.1183
93 H -2.4164 -2.2629 1.2761
94 H -1.3431 -3.0735 2.4445
95 H -2.9724 -3.6808 2.1603
96 H -0.7531 -6.1929 0.4584
97 H -2.0460 -5.9970 1.6498
98 H -0.4270 -5.3656 1.9899
99 H 2.2002 -4.8761 -1.5740
100 H 1.5517 -5.2185 -3.1827
101 H 0.7488 -5.8770 -1.7519
102 H 2.1258 -2.4022 -2.0619
103 H 0.6157 -1.6170 -2.5679
104 H 1.4552 -2.7122 -3.6682
105 H -1.3607 -4.8625 -2.7648
106 H -0.5006 -3.9966 -4.0344
107 H -1.5395 -3.1074 -2.9094

## Properties
frontier orbital gap: 6.961 eV
highest occupied orbital energy: -0.455 hartree
calculated total energy: -91403.4918 eV
2S+1: 1
net charge: +2



(3)
Formula: C32H59HgN4OP2S
Source: OMol25
Level of theory: ωB97M-V with the def2-TZVPD basis set

Positions of all 100 atoms, in Å:
1 C -1.8544 0.1783 -2.4465
2 C -1.9476 -1.8557 -1.2549
3 C -2.6682 -0.2838 -3.4814
4 C -2.6330 -2.4107 -2.3991
5 C -3.0368 -1.6198 -3.4744
6 H -3.0011 0.4264 -4.2248
7 H -2.8229 -3.4773 -2.3722
8 H -3.5867 -2.0173 -4.3336
9 N -1.5719 -0.5428 -1.3632
10 P 0.3711 2.0137 -1.8144
11 P -1.3056 -1.7721 1.4829
12 C -1.3177 1.6400 -2.5601
13 H -1.2863 1.8944 -3.6437
14 H -2.0274 2.3212 -2.0371
15 C -1.8495 -2.5601 -0.0261
16 H -2.0436 -3.6181 -0.1729
17 C 0.2065 -2.7085 2.5557
18 C -3.0992 -1.8720 2.2657
19 C 1.6065 1.4764 -3.1717
20 C 0.3825 3.8743 -1.4184
21 C 1.5790 -2.0102 2.5038
22 H 1.5859 -1.0470 3.0288
23 H 2.3181 -2.6694 3.0002
24 H 1.9279 -1.8492 1.4775
25 C -0.1606 -2.8194 4.0427
26 H -0.2288 -1.8268 4.5133
27 H -1.0855 -3.3826 4.2224
28 H 0.6418 -3.3669 4.5700
29 C 0.3836 -4.0727 1.9086
30 H 1.0050 -4.7324 2.5378
31 H -0.5606 -4.5964 1.7302
32 H 0.9199 -3.9524 0.9634
33 C -3.0980 -1.2096 3.6468
34 H -2.7681 -0.1662 3.5735
35 H -4.1224 -1.2098 4.0539
36 H -2.4559 -1.7248 4.3729
37 C -4.0640 -1.1049 1.3442
38 H -3.6016 -0.1795 0.9821
39 H -4.3900 -1.7114 0.4886
40 H -4.9503 -0.7752 1.9071
41 C -3.4311 -3.3679 2.3190
42 H -3.2087 -3.8660 1.3635
43 H -2.8492 -3.8833 3.0965
44 H -4.4969 -3.5207 2.5797
45 C 1.7968 4.2114 -0.9158
46 H 1.8143 5.2472 -0.5494
47 H 2.0842 3.5622 -0.0754
48 H 2.5625 4.1419 -1.7019
49 C -0.6238 4.1388 -0.2793
50 H -1.6510 3.8509 -0.5456
51 H -0.3387 3.5953 0.6311
52 H -0.6100 5.2134 -0.0315
53 C -0.0188 4.7548 -2.6165
54 H -0.9879 4.4558 -3.0389
55 H -0.1262 5.7957 -2.2683
56 H 0.7226 4.7532 -3.4243
57 C 1.1116 0.1490 -3.7802
58 H 0.2186 0.2792 -4.4040
59 H 1.8877 -0.2822 -4.4327
60 H 0.9033 -0.5826 -2.9894
61 C 2.9490 1.2254 -2.4866
62 H 2.8609 0.4238 -1.7452
63 H 3.6701 0.8712 -3.2372
64 H 3.3544 2.1295 -2.0101
65 C 1.8022 2.5122 -4.2979
66 H 0.8614 2.8091 -4.7792
67 H 2.3319 3.4077 -3.9497
68 H 2.4356 2.0673 -5.0828
69 Hg 0.2260 0.6261 0.2733
70 C -0.9475 1.2664 2.1215
71 O -2.0912 1.6600 2.1009
72 N 2.1895 -1.6276 -0.8436
73 C 2.6161 -2.5556 -1.4409
74 C 2.3970 -3.9004 -2.0819
75 C 1.0276 -4.5286 -1.5948
76 C 2.0830 -3.5784 -3.5546
77 C 3.5616 -4.8315 -1.6845
78 H 0.9909 -4.7447 -0.5213
79 H 0.1432 -3.8725 -1.7772
80 H 0.9110 -5.4859 -2.1426
81 H 2.7941 -2.9110 -4.0765
82 H 1.9788 -4.5085 -4.1336
83 H 1.0806 -3.0885 -3.5703
84 H 3.5069 -5.7531 -2.2944
85 H 4.5588 -4.3974 -1.8445
86 H 3.5155 -5.1015 -0.6032
87 C -0.6332 5.2287 3.5591
88 N -0.5817 3.7688 3.6116
89 C 0.4912 2.9895 3.6626
90 S 0.2548 1.2150 3.3922
91 N 1.7414 3.3977 3.9146
92 C 2.1101 4.5757 4.6959
93 H 0.0595 5.6785 4.2717
94 H -1.6452 5.5297 3.8401
95 H -0.4079 5.6053 2.5490
96 H -1.4619 3.2764 3.4158
97 H 2.4628 2.7015 3.7262
98 H 3.1091 4.4123 5.1119
99 H 2.1419 5.4762 4.0733
100 H 1.4024 4.7054 5.5188

## Properties
frontier orbital gap: 5.079 eV
highest occupied orbital energy: -0.287 hartree
calculated total energy: -75727.5632 eV
2S+1: 1
net charge: +1



(4)
Formula: C32H60CeN2O2P3
Source: OMol25
Level of theory: ωB97M-V with the def2-TZVPD basis set

Positions of all 100 atoms, in Å:
1 C -2.4604 1.2085 -1.6947
2 C -2.3377 -1.0824 -1.1276
3 C -3.5977 1.0009 -2.4674
4 C -3.5899 -1.2908 -1.7662
5 C -4.2141 -0.2573 -2.4354
6 H -3.9900 1.8265 -3.0627
7 H -4.0094 -2.2990 -1.7229
8 H -5.1701 -0.4166 -2.9366
9 N -1.8927 0.2155 -0.9760
10 P -0.9093 2.8951 -0.0803
11 P -0.1154 -2.7996 0.0066
12 C -1.7912 2.5853 -1.6830
13 H -1.0857 2.6604 -2.5286
14 H -2.5562 3.3535 -1.8717
15 C -1.6646 -2.2304 -0.5874
16 H -2.3889 -3.0346 -0.4045
17 C 0.3890 -3.9888 -1.4325
18 C -0.5386 -3.8207 1.6285
19 C 0.6768 3.9287 -0.4573
20 C -2.2990 3.7922 0.8491
21 C 1.9198 -3.8891 -1.4813
22 H 2.3805 -4.2239 -0.5406
23 H 2.3086 -4.5182 -2.2951
24 H 2.2287 -2.8506 -1.6621
25 C -0.0646 -5.4412 -1.2664
26 H 0.3357 -5.9246 -0.3681
27 H -1.1603 -5.5250 -1.2832
28 H 0.3137 -6.0078 -2.1331
29 C -0.2256 -3.4939 -2.7441
30 H 0.1493 -4.1120 -3.5721
31 H -1.3172 -3.5725 -2.7478
32 H 0.0437 -2.4506 -2.9424
33 C 0.7543 -4.5288 2.0790
34 H 1.5747 -3.8148 2.2392
35 H 0.5657 -5.0476 3.0322
36 H 1.0985 -5.2847 1.3592
37 C -0.9892 -2.8160 2.7034
38 H -0.2414 -2.0326 2.9064
39 H -1.9505 -2.3478 2.4535
40 H -1.1416 -3.3570 3.6510
41 C -1.6750 -4.8366 1.4605
42 H -1.4694 -5.6089 0.7135
43 H -1.8047 -5.3537 2.4267
44 H -2.6311 -4.3549 1.2169
45 C -1.8320 4.0411 2.2968
46 H -2.6107 4.6252 2.8139
47 H -1.6992 3.0968 2.8463
48 H -0.8943 4.6129 2.3489
49 C -3.5342 2.8742 0.8854
50 H -3.9407 2.6851 -0.1131
51 H -3.3209 1.9147 1.3723
52 H -4.3177 3.3764 1.4717
53 C -2.6918 5.1197 0.1821
54 H -3.6400 5.4604 0.6291
55 H -1.9539 5.9118 0.3560
56 H -2.8578 5.0270 -0.8987
57 C 1.0599 3.8016 -1.9403
58 H 0.3754 4.3581 -2.5964
59 H 2.0666 4.2276 -2.0845
60 H 1.0985 2.7545 -2.2732
61 C 1.8086 3.3314 0.4068
62 H 2.0099 2.2696 0.1776
63 H 2.7363 3.8842 0.1958
64 H 1.6048 3.4236 1.4841
65 C 0.5100 5.4124 -0.1190
66 H -0.2635 5.8895 -0.7329
67 H 0.2974 5.5825 0.9445
68 H 1.4607 5.9215 -0.3437
69 Ce -0.1721 0.1050 0.8714
70 C -2.0178 0.5317 2.8115
71 O -2.6828 0.5515 3.7605
72 N 0.9888 -0.3654 -1.0752
73 C 1.2542 -0.7747 -2.1546
74 C 2.1920 -0.6204 -3.3764
75 C 1.7807 -1.5828 -4.4870
76 C 2.0903 0.8181 -3.8764
77 C 3.6156 -0.9119 -2.9008
78 H 1.9109 -2.6249 -4.1685
79 H 0.7355 -1.4119 -4.7740
80 H 2.4046 -1.4252 -5.3779
81 H 2.5311 1.5166 -3.1552
82 H 2.6229 0.9381 -4.8323
83 H 1.0445 1.1062 -4.0399
84 H 4.3405 -0.7204 -3.7033
85 H 3.8742 -0.2821 -2.0341
86 H 3.7307 -1.9550 -2.5928
87 C 2.2437 2.1572 4.1593
88 P 2.1242 0.4091 3.8022
89 C 3.7835 -0.2577 3.8122
90 C 1.1504 -0.4295 5.0460
91 O 1.4519 0.2165 2.4249
92 H 2.5084 2.3086 5.2155
93 H 1.2890 2.6626 3.9557
94 H 3.0273 2.6101 3.5344
95 H 4.2572 -0.0740 4.7879
96 H 3.7623 -1.3414 3.6302
97 H 4.3881 0.2264 3.0321
98 H 0.0782 -0.2394 4.8990
99 H 1.3283 -1.5139 4.9913
100 H 1.4348 -0.0828 6.0500

## Properties
frontier orbital gap (spin up / spin down): 4.840 / 4.844 eV
highest occupied orbital energy (spin up / spin down): -0.552 / -0.553 hartree
calculated total energy: -82004.6739 eV
2S+1: 1
net charge: +3